ORCA calculation (ωB97M-V/def2-TZVPD) on a cluster of 11 separate species, C44H77F15O22 in total at a distorted geometry.

The HOMO-LUMO gap is 9.42 eV. Its spin multiplicity is 1. For the HOMO energy, the calculation gives -9.06 eV.

Atoms and positions in Å:
C -3.233 -2.064 -5.128
C -4.526 -2.773 -4.905
O -5.564 -2.347 -5.807
C -6.512 -1.391 -5.476
O -6.539 -0.883 -4.364
C -7.637 -1.334 -6.454
F -8.340 -0.206 -6.267
F -7.262 -1.403 -7.710
F -8.429 -2.377 -6.190
H -2.397 -2.740 -4.950
H -3.179 -1.437 -4.238
H -3.043 -1.548 -6.069
H -4.818 -2.503 -3.891
H -4.430 -3.854 -4.802
C 1.437 3.648 5.564
C 0.630 4.911 4.918
O 1.407 6.026 4.529
C 2.246 5.950 3.479
O 2.301 4.951 2.829
C 3.115 7.152 3.235
F 4.313 6.784 3.630
F 3.209 7.408 1.972
F 2.720 8.161 3.980
H 1.867 3.025 4.780
H 0.679 3.085 6.109
H 2.282 3.964 6.176
H -0.090 5.247 5.664
H 0.179 4.565 3.989
C -3.274 2.104 1.901
C -4.618 2.792 1.494
O -4.648 2.869 0.067
C -4.938 1.734 -0.659
O -5.464 0.744 -0.110
C -4.717 1.860 -2.148
F -5.843 2.070 -2.860
F -3.902 2.872 -2.426
F -4.036 0.746 -2.514
H -2.935 2.704 2.745
H -2.653 2.372 1.045
H -3.341 1.039 2.120
H -4.497 3.781 1.936
H -5.534 2.395 1.930
C -1.758 -5.778 -0.840
C -0.537 -6.565 -1.293
O -0.717 -7.993 -1.293
C 0.312 -8.848 -1.348
O 1.525 -8.545 -1.404
C -0.133 -10.325 -1.249
F -1.455 -10.441 -1.080
F 0.192 -10.964 -2.451
F 0.467 -10.880 -0.222
H -1.394 -5.045 -0.120
H -2.552 -6.441 -0.496
H -2.103 -5.186 -1.688
H 0.307 -6.357 -0.634
H -0.355 -6.053 -2.238
C -1.716 4.815 -6.282
C -2.147 3.422 -5.916
O -1.428 3.073 -4.767
C -1.369 1.794 -4.265
O -1.759 0.789 -4.884
C -0.526 1.767 -2.974
F 0.776 1.785 -3.341
F -0.797 2.828 -2.239
F -0.806 0.721 -2.259
H -0.629 4.898 -6.272
H -2.054 5.572 -5.573
H -2.154 4.980 -7.266
H -2.192 2.678 -6.711
H -3.219 3.537 -5.751
O -5.113 -4.542 -0.781
C -6.218 -4.238 -1.201
C -7.318 -3.502 -0.449
C -8.503 -3.654 -1.399
C -7.835 -4.190 -2.714
O -6.512 -4.529 -2.407
H -7.457 -3.831 0.581
H -6.876 -2.506 -0.473
H -9.146 -4.401 -0.933
H -9.060 -2.717 -1.419
H -8.366 -5.045 -3.133
H -7.652 -3.406 -3.448
O 4.216 2.185 3.288
C 4.978 2.871 3.937
C 6.499 3.159 3.723
C 6.688 4.534 4.321
C 5.569 4.434 5.345
O 4.541 3.608 4.937
H 7.082 2.364 4.188
H 6.826 3.120 2.684
H 7.640 4.468 4.849
H 6.589 5.407 3.676
H 6.026 3.993 6.231
H 5.171 5.443 5.452
C 3.506 -0.578 -2.425
O 2.970 -1.937 -2.448
C 2.553 -2.304 -1.168
C 2.033 -3.803 -1.266
O 0.822 -4.071 -1.899
C 0.689 -3.592 -3.145
H 3.872 -0.315 -3.417
H 4.380 -0.676 -1.783
H 2.899 0.223 -2.003
H 1.963 -1.499 -0.729
H 3.421 -2.416 -0.519
H 1.722 -4.138 -0.277
H 2.814 -4.525 -1.505
H 0.252 -2.613 -2.949
H -0.188 -4.144 -3.483
H 1.485 -3.376 -3.858
C -2.829 -2.028 -0.548
O -2.238 -0.887 0.041
C -0.909 -1.121 0.336
C -0.260 0.235 0.710
O 1.096 -0.144 1.081
C 1.880 0.949 1.566
H -2.703 -2.890 0.107
H -2.406 -2.196 -1.539
H -3.890 -1.925 -0.776
H -0.318 -1.516 -0.491
H -0.866 -1.757 1.220
H -0.804 0.587 1.587
H -0.353 0.963 -0.096
H 2.002 1.544 0.661
H 2.858 0.612 1.910
H 1.317 1.457 2.349
C 4.381 -0.807 7.976
O 3.485 0.373 7.993
C 2.124 0.098 7.450
C 2.055 0.029 5.925
O 2.312 -1.335 5.556
C 2.637 -1.593 4.174
H 5.428 -0.506 7.966
H 4.234 -1.395 7.070
H 4.238 -1.559 8.753
H 1.501 0.923 7.793
H 1.771 -0.866 7.820
H 2.668 0.826 5.505
H 1.014 0.202 5.652
H 3.032 -2.609 4.178
H 3.465 -1.038 3.734
H 1.668 -1.419 3.706
C 3.381 5.019 -0.898
O 4.354 4.022 -1.259
C 4.541 3.157 -0.138
C 5.883 2.478 -0.332
O 5.819 1.698 -1.517
C 7.083 1.251 -1.882
H 3.596 5.696 -0.071
H 2.464 4.532 -0.564
H 3.167 5.657 -1.755
H 3.738 2.424 -0.056
H 4.590 3.680 0.817
H 6.063 1.855 0.544
H 6.624 3.270 -0.437
H 7.530 0.544 -1.184
H 7.700 2.138 -2.025
H 7.148 0.779 -2.862

---

ORCA calculation (ωB97M-V/def2-TZVPD) on a cluster of 2 separate species, C4H13NO2 in total at a distorted geometry.

As for the net charge: +1. The HOMO-LUMO gap (spin up / spin down) is 10.40 / 4.98 eV. As for the energy above the lowest of the compared OMol25 structures with the same formula, charge and spin: 189.27 kJ/mol. Its spin multiplicity is 2. For the HOMO energy (spin up / spin down), the calculation gives -14.10 / -14.10 eV.

Atoms and positions in Å:
C 0.382 -0.861 -1.521
C 0.023 0.667 -1.190
C -0.016 0.808 0.370
C 1.250 0.435 1.136
O -1.112 0.105 0.988
N -1.103 1.124 -1.883
H -0.415 -1.490 -1.138
H 1.405 -1.055 -1.235
H 0.396 -0.924 -2.608
H 0.875 1.274 -1.516
H -0.274 1.850 0.580
H 0.968 0.001 2.086
H 1.929 1.282 1.065
H 1.763 -0.379 0.617
H -1.929 0.238 0.470
H -1.908 0.499 -1.833
H -0.848 1.364 -2.843
H -0.287 -1.607 2.066
H -0.703 -1.295 3.464
O -0.396 -2.035 2.929

---

ORCA calculation (ωB97M-V/def2-TZVPD) on the molecule C19H14N6S at a distorted geometry.

The HOMO-LUMO gap is 7.67 eV. As for the energy above the lowest of the compared OMol25 structures with the same formula, charge and spin: 0.00 kJ/mol. Its spin multiplicity is 1. For the HOMO energy, the calculation gives -7.70 eV.

Atoms and positions in Å:
N -2.142 5.773 -2.294
C -2.265 4.547 -2.743
N -2.993 4.460 -3.846
C -3.181 3.209 -4.317
C -2.577 2.131 -3.678
C -1.762 2.382 -2.574
N -1.193 1.291 -1.967
C -0.354 1.237 -0.842
C -0.149 -0.028 -0.292
C 0.644 -0.259 0.826
C 0.900 -1.632 1.301
C 0.700 -2.804 0.580
C 0.998 -4.022 1.333
C 0.857 -5.347 0.931
C 1.161 -6.372 1.805
C 1.633 -6.107 3.102
C 1.730 -4.782 3.526
C 1.459 -3.727 2.600
S 1.496 -1.973 2.907
C 1.212 0.851 1.475
N 2.032 1.083 2.587
N 2.357 2.387 2.743
C 1.770 3.019 1.772
C 1.009 2.121 0.969
C 0.271 2.300 -0.198
N -1.568 3.611 -2.154
H -1.273 5.922 -1.782
H -2.432 6.431 -3.017
H -3.841 3.037 -5.161
H -2.747 1.134 -4.033
H -1.350 0.390 -2.373
H -0.564 -0.898 -0.772
H 0.296 -2.831 -0.445
H 0.486 -5.525 -0.069
H 1.090 -7.400 1.471
H 1.865 -6.907 3.802
H 2.089 -4.524 4.548
H 2.363 0.361 3.206
H 1.831 4.109 1.597
H 0.141 3.355 -0.522